# 1
Below is a structure of composition C26H36BClGaN6O4S, with properties calculated with the ωB97M-V functional and the def2-TZVPD basis.

Structure (XYZ):
```
76
Properties=species:S:1:pos:R:3
Ga -0.729 0.772 -0.974
Cl -1.186 0.101 6.995
S 3.242 2.708 -0.813
O -3.693 3.297 -1.035
O 1.800 2.857 -0.448
O -1.856 2.078 -1.180
O -2.065 1.192 1.262
N 0.586 0.159 0.381
N 1.034 -0.667 -2.525
N -1.592 -0.948 -1.176
N 1.024 -1.071 0.063
N 0.416 0.546 -2.496
N -0.759 -2.017 -1.396
C -1.686 1.651 4.951
C 2.412 -1.968 -4.063
C 3.945 1.137 -0.066
C 2.318 -3.017 0.987
C 4.098 3.868 0.284
C -2.904 2.533 -0.528
C -1.987 0.887 2.628
C -1.577 -0.678 4.410
C 1.573 0.452 -4.395
C -1.978 -1.531 2.120
C 1.705 -1.594 1.047
C -1.467 -3.163 -1.441
C -1.848 -0.425 3.080
C -1.512 0.345 5.360
C -2.864 -1.420 -1.022
C 0.176 2.652 -3.775
C -2.805 -2.812 -1.216
C 0.753 1.269 -3.599
C 1.025 0.427 1.620
C 1.690 -0.707 2.096
C -1.973 1.906 3.600
C -3.079 2.120 0.875
C -0.849 -4.457 -1.950
C 0.966 1.777 2.356
C -4.021 -0.544 -0.975
C 1.709 -0.727 -3.664
B 0.728 -1.723 -1.370
H -0.914 2.577 -3.919
H -1.668 2.525 5.606
H 0.682 3.093 -4.635
H 1.305 -2.709 -1.525
H -1.451 -1.705 4.693
H 3.494 0.333 -0.609
H -0.122 -4.759 -1.205
H -2.984 -1.471 1.720
H 3.387 -2.960 0.703
H 0.532 1.608 3.320
H 0.395 2.520 1.793
H -1.964 -2.537 2.626
H 2.001 2.094 2.548
H -3.080 3.095 1.386
H -4.208 -0.241 0.042
H 3.720 4.855 0.027
H 5.212 3.930 0.054
H 1.719 -3.703 0.409
H 4.982 1.206 -0.217
H -3.614 -3.522 -1.193
H -4.901 -1.025 -1.302
H 2.208 -2.831 -3.430
H 3.675 1.055 0.987
H -1.299 -1.569 1.269
H 2.269 -0.778 2.977
H 2.045 -2.212 -5.091
H 1.979 0.712 -5.335
H -0.305 -4.168 -2.849
H -3.937 0.377 -1.528
H 3.903 3.677 1.302
H -2.243 2.927 3.322
H 3.481 -1.835 -4.080
H -1.596 -5.160 -1.991
H 2.255 -3.499 2.008
H -4.059 1.685 0.961
H 0.333 3.150 -2.853
```

- Orbital gap: 0.3425 Ha
- HOMO level: -11.153 eV
- Total charge: +1

# 2
Below is a structure of composition C26H36CeINOP3, with properties calculated with the ωB97M-V functional and the def2-TZVPD basis.

Structure (XYZ):
```
69
Properties=species:S:1:pos:R:3
Ce 0.092 -0.158 -2.513
I -1.148 -1.498 -4.790
P 0.498 -3.065 -1.717
P 0.279 0.082 1.052
P 0.355 2.848 -2.162
O -3.666 -0.953 -1.926
N 0.538 -0.043 -0.510
C 0.988 0.302 3.634
C -2.572 3.681 1.656
C -1.217 -3.726 -1.881
C -1.915 1.641 0.503
C 1.025 -3.949 -0.196
C 1.447 -4.041 -2.932
C 0.762 3.872 -0.689
C -1.844 -1.626 0.973
C 1.505 0.248 2.320
C -0.134 -2.286 2.579
C -0.642 -1.369 1.640
C -1.359 3.460 -2.493
C -2.175 -3.602 2.341
C 2.892 0.337 2.110
C -0.947 -3.360 2.975
C 3.229 0.573 4.530
C 1.838 0.469 4.733
C 1.374 3.728 -3.396
C -2.578 -2.765 1.288
C -2.785 2.718 0.654
C 3.739 0.498 3.224
C -1.419 3.587 2.451
C -0.814 1.506 1.360
C 1.529 -0.058 -4.289
C -0.503 2.540 2.262
C -2.604 -0.633 -2.226
H 2.425 3.476 -3.209
H 1.368 -5.103 -2.679
H 0.209 -3.986 0.530
H 1.369 -4.962 -0.448
H 3.270 0.277 1.079
H -1.316 4.461 -2.936
H -1.855 2.769 -3.182
H -0.088 3.947 -0.007
H 1.080 -3.840 -3.940
H 1.367 0.515 5.718
H 1.881 -0.599 -5.167
H -2.223 -0.941 0.218
H 0.438 2.503 2.821
H 1.099 4.873 -0.991
H -2.831 -4.415 2.694
H -0.110 0.225 3.733
H 1.308 1.005 -4.511
H -0.631 -3.973 3.824
H 3.884 0.710 5.397
H -3.520 -2.970 0.777
H 1.841 -3.377 0.258
H -1.766 -3.143 -2.630
H -1.765 -3.642 -0.935
H 2.493 -3.722 -2.873
H -1.966 3.475 -1.580
H -3.679 2.781 0.031
H 2.176 -0.230 -3.399
H -2.117 0.912 -0.292
H 0.860 -2.130 3.019
H 1.229 4.810 -3.297
H -1.154 -4.770 -2.211
H 1.132 3.396 -4.410
H 1.559 3.364 -0.140
H -3.317 4.472 1.845
H -1.241 4.300 3.261
H 4.824 0.571 3.072
```

- Spin multiplicity: 2
- Orbital gap (alpha / beta): 0.2650 / 0.1921 Ha
- HOMO level (alpha / beta): -14.259 / -14.257 eV
- Total charge: +2

Number 1: E_tot -121085.4586 eV. Number 2: E_tot -79963.9020 eV.